1.
Entry from the Open Molecules 2025 dataset: a molecular structure, C6H13NO2 at a distorted geometry (wB97M-V/def2-TZVPD).

Properties
LUMO energy: 0.1276 eV
Kohn-Sham gap: 8.13 eV
ΔE to the lowest compared entry with this formula, charge and spin: 3.592 eV
HOMO energy: -8.00 eV

Structure (ORCA input):
```
! RIJCOSX wB97M-V def2-TZVPD def2/J DEFGRID3
* xyz 0 1
C -0.07 -0.46 0.86
C 0.14 0.93 0.97
C -0.03 -0.33 -2.37
C 1.03 -1.41 0.57
C -1.35 -1.04 1.37
N 1.47 1.43 0.92
C -0.75 1.41 -0.71
O -0.84 -0.04 -1.24
O -0.08 2.24 -1.32
H -0.52 1.45 1.67
H 1.62 2.19 1.57
H 1.69 1.79 -0.01
H -1.79 1.62 -0.39
H 0.73 0.44 -2.53
H 0.46 -1.29 -2.21
H -0.65 -0.40 -3.27
H 1.49 -1.71 1.52
H 0.67 -2.31 0.07
H 1.82 -0.93 -0.02
H -1.65 -1.92 0.79
H -1.21 -1.35 2.41
H -2.16 -0.31 1.34
*
```

2.
Entry from the Open Molecules 2025 dataset: a molecular structure, C45H32F9N4O5PRuS at a distorted geometry (wB97M-V/def2-TZVPD).

Properties
LUMO energy (spin up / spin down): 1.5204 / 1.4185 eV
Kohn-Sham gap (spin up / spin down): 5.60 / 6.98 eV
ΔE to the lowest compared entry with this formula, charge and spin: 0.108 eV
HOMO energy (spin up / spin down): -4.08 / -5.56 eV

Structure (ORCA input):
```
! RIJCOSX wB97M-V def2-TZVPD def2/J DEFGRID3
* xyz -1 6
Ru -2.99 -0.31 0.31
C -1.13 4.92 -1.17
C -1.12 5.02 0.22
C -1.40 3.87 0.96
C -1.80 2.67 0.35
C -1.83 2.65 -1.04
C -1.49 3.74 -1.81
N -2.19 1.57 1.10
N -2.49 1.87 2.38
C -2.43 0.74 3.13
C -3.37 0.59 4.14
C -3.59 -0.63 4.74
C -2.83 -1.70 4.33
C -1.73 -1.56 3.49
C -1.47 -0.29 2.96
H -0.90 5.77 -1.75
H -0.84 6.00 0.66
H -1.29 3.84 2.04
H -2.08 1.77 -1.55
H -1.51 3.57 -2.89
H -3.93 1.51 4.42
H -4.35 -0.72 5.56
H -3.06 -2.69 4.71
H -1.05 -2.36 3.28
C -6.78 -1.61 2.68
C -6.57 -2.92 3.04
C -5.43 -3.54 2.58
C -4.54 -2.83 1.77
N -4.78 -1.55 1.43
C -5.86 -0.95 1.87
C -3.40 -3.50 1.15
C -3.32 -4.90 1.11
C -2.22 -5.53 0.58
C -1.28 -4.70 -0.06
C -1.48 -3.33 -0.08
N -2.48 -2.74 0.55
H -7.67 -1.08 3.01
H -7.25 -3.48 3.67
H -5.24 -4.53 2.90
H -6.08 0.08 1.54
H -4.14 -5.42 1.62
H -2.13 -6.58 0.61
H -0.44 -5.14 -0.61
H -0.74 -2.69 -0.57
O -3.21 -1.89 -3.23
S -2.86 -0.68 -2.55
O -4.01 -0.36 -1.57
O -1.70 -0.79 -1.63
O -2.63 0.51 -3.36
C 0.68 1.19 2.74
C -0.11 -0.11 2.44
O 0.53 -1.05 2.02
H 1.44 0.89 3.50
H 0.03 1.98 3.06
H 1.27 1.50 1.91
F 4.07 6.93 -3.20
C 4.94 5.92 -3.06
F 5.53 5.79 -4.27
F 5.89 6.31 -2.17
C 4.34 4.63 -2.56
C 4.73 3.37 -3.06
C 4.08 2.19 -2.73
C 3.02 2.29 -1.80
C 2.66 3.51 -1.28
C 3.27 4.67 -1.68
P 1.91 0.93 -1.12
C 1.88 -0.27 -2.49
C 2.87 -1.13 -2.85
C 2.73 -1.97 -3.94
C 1.56 -2.01 -4.67
C 0.52 -1.18 -4.33
C 0.72 -0.29 -3.25
C 1.56 -2.98 -5.86
F 0.71 -2.62 -6.84
F 1.19 -4.24 -5.46
F 2.80 -3.09 -6.39
C 3.13 0.20 0.03
C 4.01 1.00 0.73
C 4.71 0.49 1.80
C 4.58 -0.83 2.20
C 3.66 -1.64 1.51
C 2.95 -1.16 0.44
C 5.43 -1.48 3.24
F 6.38 -2.27 2.73
F 6.04 -0.57 4.03
F 4.74 -2.27 4.09
H 5.57 3.31 -3.77
H 4.37 1.24 -3.15
H 1.83 3.60 -0.59
H 2.91 5.61 -1.28
H 3.84 -1.33 -2.32
H 3.55 -2.60 -4.25
H -0.46 -1.24 -4.81
H -0.10 0.32 -2.92
H 4.10 2.08 0.51
H 5.42 1.19 2.27
H 3.48 -2.67 1.82
H 2.20 -1.83 -0.01
*
```

3.
Entry from the Open Molecules 2025 dataset: a molecular structure, C20H14BrNO5Sn (wB97M-V/def2-TZVPD).

Properties
LUMO energy: -0.9247 eV
Kohn-Sham gap: 8.05 eV
ΔE to the lowest compared entry with this formula, charge and spin: 0.147 eV
HOMO energy: -8.97 eV

Structure (ORCA input):
```
! RIJCOSX wB97M-V def2-TZVPD def2/J DEFGRID3
* xyz 0 1
Sn -0.65 0.32 -0.54
Br 2.72 -0.44 -1.44
C 1.65 -2.01 -1.52
C 2.13 -3.18 -2.06
C 1.27 -4.27 -2.07
C -0.01 -4.14 -1.53
C -0.39 -2.92 -1.01
N 0.44 -1.87 -1.01
C -1.78 -2.68 -0.41
O -2.53 -3.63 -0.29
O -1.98 -1.46 -0.07
H 3.13 -3.24 -2.47
H 1.59 -5.21 -2.49
H -0.71 -4.97 -1.51
O 0.87 1.19 1.23
C 1.00 2.62 1.37
C 0.38 3.30 0.09
O 0.68 4.44 -0.17
O -0.45 2.54 -0.54
C 0.12 3.14 2.51
C -0.86 2.35 3.09
C -1.70 2.88 4.06
C -1.57 4.20 4.44
C -0.59 5.00 3.86
C 0.26 4.47 2.90
C 2.47 2.92 1.58
C 3.02 2.62 2.82
C 4.38 2.77 3.05
C 5.20 3.23 2.04
C 4.66 3.53 0.80
C 3.30 3.37 0.56
H 1.27 0.79 2.01
H -0.98 1.32 2.79
H -2.45 2.25 4.51
H -2.23 4.62 5.19
H -0.49 6.03 4.15
H 1.02 5.08 2.43
H 2.37 2.28 3.62
H 4.80 2.53 4.02
H 6.27 3.36 2.21
H 5.30 3.88 0.00
H 2.89 3.61 -0.41
*
```

4.
Entry from the Open Molecules 2025 dataset: 2 unconnected molecules or ions with the total composition C24H23NO4S at a distorted geometry (wB97M-V/def2-TZVPD).

Properties
LUMO energy: -2.4768 eV
Kohn-Sham gap: 3.59 eV
ΔE to the lowest compared entry with this formula, charge and spin: 4.203 eV
HOMO energy: -6.06 eV

Structure (ORCA input):
```
! RIJCOSX wB97M-V def2-TZVPD def2/J DEFGRID3
* xyz 0 1
C -0.87 0.30 -4.03
C 0.24 0.68 -3.07
O -0.29 1.38 -1.97
C 0.70 1.57 -1.03
C 0.32 2.27 0.11
S 1.43 2.65 1.46
C 0.88 4.35 1.62
C 1.53 5.33 0.90
C 1.13 6.64 1.03
C 0.08 6.97 1.88
C -0.56 5.97 2.59
C -0.16 4.66 2.46
O 0.92 1.92 2.68
O 2.88 2.81 1.07
O 1.84 1.14 -1.21
H -0.50 -0.07 -4.98
H -1.52 -0.47 -3.59
H -1.50 1.17 -4.21
H 0.79 -0.19 -2.69
H 0.97 1.36 -3.54
H -0.68 2.61 0.20
H 2.35 5.06 0.27
H 1.62 7.41 0.47
H -0.23 7.99 1.98
H -1.39 6.22 3.23
H -0.64 3.87 3.02
C 0.73 -1.36 2.93
C 1.17 -2.15 1.77
N 0.34 -2.71 0.87
C 0.82 -3.44 -0.27
C 2.11 -3.73 -0.69
C 2.30 -4.45 -1.85
C 1.21 -4.88 -2.60
C -0.08 -4.61 -2.20
C -0.28 -3.88 -1.03
C -1.47 -3.44 -0.36
C -1.08 -2.73 0.79
C -2.06 -2.18 1.62
C -3.39 -2.35 1.30
C -3.77 -3.06 0.16
C -2.83 -3.60 -0.68
H 1.57 -1.05 3.55
H 0.21 -0.45 2.62
H 0.05 -1.94 3.57
H 2.22 -2.25 1.59
H 2.96 -3.39 -0.11
H 3.30 -4.67 -2.18
H 1.39 -5.45 -3.50
H -0.92 -4.95 -2.78
H -1.78 -1.63 2.50
H -4.14 -1.94 1.95
H -4.81 -3.17 -0.06
H -3.12 -4.15 -1.56
*
```

5.
Entry from the Open Molecules 2025 dataset: 2 unconnected molecules or ions with the total composition C10H9NO at a distorted geometry (wB97M-V/def2-TZVPD).

Properties
LUMO energy (spin up / spin down): 0.6606 / -2.6854 eV
Kohn-Sham gap (spin up / spin down): 5.73 / 6.64 eV
HOMO energy (spin up / spin down): -5.07 / -9.32 eV

Structure (ORCA input):
```
! RIJCOSX wB97M-V def2-TZVPD def2/J DEFGRID3
* xyz 0 3
C 2.10 -2.04 0.77
C 1.17 -2.54 -0.02
C 1.88 -0.88 1.47
C -0.18 -2.00 -0.05
C 0.71 -0.16 1.35
C -0.40 -0.80 0.69
C -0.76 2.11 -1.81
C -2.31 0.32 1.52
C -1.76 2.96 -1.73
C 0.36 1.47 -1.83
N -1.64 -0.27 0.77
O -3.14 0.91 2.08
H 3.07 -2.43 0.87
H 1.44 -3.48 -0.47
H 2.73 -0.61 2.20
H -0.87 -2.40 -0.76
H 0.49 0.85 1.79
H -2.07 3.87 -2.19
H -2.49 2.76 -0.90
H 1.25 1.84 -1.36
H 0.42 0.51 -2.37
*
```

6.
Entry from the Open Molecules 2025 dataset: 2 unconnected molecules or ions with the total composition C3H8IN2O at a distorted geometry (wB97M-V/def2-TZVPD).

Properties
LUMO energy: -4.1729 eV
Kohn-Sham gap: 9.27 eV
ΔE to the lowest compared entry with this formula, charge and spin: 3.571 eV
HOMO energy: -13.44 eV

Structure (ORCA input):
```
! RIJCOSX wB97M-V def2-TZVPD def2/J DEFGRID3
* xyz 1 1
C -1.01 1.27 -0.22
C 1.45 -2.13 -0.03
C 1.41 -0.72 -0.26
N -1.63 2.39 -0.41
N -0.69 0.85 0.96
O 0.07 -0.34 1.14
I 2.95 0.68 0.02
H -0.76 0.60 -1.03
H 1.90 -2.35 0.91
H 0.58 -2.70 0.06
H 2.25 -2.58 -0.71
H 0.72 -0.33 -0.99
H -2.12 2.50 -1.25
H -1.69 3.09 0.23
H -0.68 1.33 1.84
*
```